The following is a DFT calculation (ωB97M-V/def2-TZVPD) of C19H28N2O3S2 in the gas phase.

XYZ file:
```
54
Properties=species:S:1:pos:R:3:mulliken_charge:R:1
C -0.264 -4.266 0.137 -0.744
S 0.760 -2.954 0.835 -0.103
C -0.273 -1.511 0.454 1.628
C -0.659 -1.500 -1.017 -0.615
O -1.772 -1.871 -1.358 -0.701
N 0.270 -1.109 -1.915 0.388
C 1.638 -0.682 -1.681 -0.780
C 2.415 -1.325 -2.827 -0.300
C 2.900 -2.754 -2.525 -0.997
S 1.747 -3.916 -3.309 -0.226
C 1.545 -2.745 -4.670 -1.233
C 1.404 -1.369 -4.011 1.689
C 1.637 -0.245 -5.016 -1.894
C 0.015 -1.241 -3.342 -1.400
C -1.471 -1.329 1.414 -0.960
N -0.723 -0.254 2.077 0.214
C -1.270 0.782 2.756 0.272
O -2.408 0.750 3.189 -0.668
C -0.357 1.998 2.922 0.344
C -0.649 2.772 4.207 -1.298
C -1.595 3.874 3.737 1.102
C -2.754 4.339 4.555 -1.000
C -1.562 5.240 4.354 -0.778
C -1.740 3.689 2.236 -0.650
O -0.617 2.895 1.844 -0.455
C 0.347 -0.233 1.076 -1.171
H 0.213 -5.204 0.415 0.427
H -1.267 -4.236 0.559 0.299
H -0.312 -4.192 -0.948 0.110
H 1.710 0.410 -1.728 0.288
H 1.999 -1.007 -0.708 0.400
H 3.278 -0.706 -3.078 0.463
H 3.888 -2.913 -2.958 0.428
H 2.954 -2.964 -1.458 0.425
H 2.427 -2.779 -5.315 0.461
H 0.671 -3.007 -5.267 0.532
H 0.882 -0.269 -5.805 0.409
H 1.578 0.731 -4.530 0.420
H 2.620 -0.335 -5.482 0.473
H -0.615 -2.115 -3.504 0.419
H -0.529 -0.370 -3.720 0.299
H -2.369 -0.967 0.914 0.353
H -1.710 -2.177 2.052 0.296
H 0.688 1.695 2.846 0.590
H -1.105 2.131 4.960 0.394
H 0.274 3.196 4.604 0.396
H -3.670 4.585 4.033 0.263
H -2.899 3.889 5.527 0.253
H -0.897 5.395 5.194 0.269
H -1.675 6.098 3.703 0.253
H -2.669 3.163 1.998 0.253
H -1.693 4.621 1.672 0.413
H 1.355 -0.344 1.483 0.322
H 0.308 0.637 0.415 0.430
```

Its molar mass is 396.58 g mol⁻¹. For the largest force on an atom, the calculation gives 0.2 eV/A. The total energy is -1872.38411 Eh. The calculation puts the HOMO energy at -8.7 eV. The orbital gap is 9.185 eV. The SMILES is CSC1(C(=O)N2C[C@H]3CSC[C@@]3(C)C2)CN(C(=O)[C@@H]2CC3(CC3)CO2)C1. As for the energy above the lowest of the compared OMol25 structures with the same formula, charge and spin: 25.2 kcal/mol.